No. 1
Density functional theory data (the ωB97M-V functional and the def2-TZVPD basis) for an isolated ion of composition C3H2O3P and charge -1 in a non-equilibrium geometry.

Results
Orbital gap: 7.138 eV
F_max: 2.22 eV/Å
SMILES: O=C=CC(=O)P[O-]
Electronic energy: -18574.883 eV
Net charge: -1
Multiplicity: 1
M: 117.02 g mol⁻¹

The geometry in XYZ format:
```
9
C3H2O3P, DFT the ωB97M-V functional and the def2-TZVPD basis
O -3.837 -0.416 0.189
C -2.678 -0.241 0.323
C -1.416 -0.057 0.456
C -0.639 1.172 0.250
O -1.067 2.277 0.001
P 1.151 0.679 0.540
O 0.976 -0.774 0.902
H -0.696 -0.853 0.727
H 1.304 0.689 -0.900
```

***

No. 2
Density functional theory data (the ωB97M-V functional and the def2-TZVPD basis) for C3H2O3Pr as an isolated structure in a non-equilibrium geometry.

Results
Orbital gap (alpha / beta): 4.559 / 4.627 eV
F_max: 6.05 eV/Å
Electronic energy: -23333.245 eV
Net charge: +2
Multiplicity: 4
M: 226.95 g mol⁻¹

The geometry in XYZ format:
```
9
C3H2O3Pr, DFT the ωB97M-V functional and the def2-TZVPD basis
C 0.459 -1.672 -1.033
C -0.445 -2.004 -0.071
O -0.977 -1.319 0.771
C -0.104 1.121 0.453
O 0.595 0.771 -0.442
O -0.456 2.027 1.121
Pr -0.660 4.576 2.097
H 0.085 -1.571 -2.054
H 1.504 -1.929 -0.843
```

***

No. 3
Density functional theory data (the ωB97M-V functional and the def2-TZVPD basis) for a 2-piece molecular cluster, C3H2O3S overall in a non-equilibrium geometry.

Results
Orbital gap: 8.096 eV
F_max: 4.43 eV/Å
Electronic energy: -20117.303 eV
Multiplicity: 1
M: 118.11 g mol⁻¹

The geometry in XYZ format:
```
9
C3H2O3S, DFT the ωB97M-V functional and the def2-TZVPD basis
C -1.180 0.981 -0.668
C 1.141 0.087 0.839
C -1.445 -0.200 -0.275
O -1.137 2.114 -0.877
O 1.101 0.776 1.796
O 2.877 -1.454 -0.419
S 1.501 -0.970 -0.467
H -1.296 -0.211 0.880
H -1.564 -1.123 -0.808
```

***

No. 4
Density functional theory data (the ωB97M-V functional and the def2-TZVPD basis) for C3H2O3Sr as an isolated structure in a non-equilibrium geometry.

Results
Orbital gap (alpha / beta): 6.386 / 7.018 eV
F_max: 2.17 eV/Å
Electronic energy: -10113.481 eV
Net charge: +1
Multiplicity: 2
M: 173.67 g mol⁻¹

The geometry in XYZ format:
```
9
C3H2O3Sr, DFT the ωB97M-V functional and the def2-TZVPD basis
C -4.181 -0.423 -0.012
C -3.763 0.824 -0.010
O -3.165 1.827 -0.035
C 0.444 -0.710 0.017
O -0.606 -1.180 0.019
O 1.571 -0.404 0.012
Sr 4.183 -0.177 -0.008
H -4.357 -0.920 -0.965
H -4.368 -0.918 0.940
```

***

No. 5
Density functional theory data (the ωB97M-V functional and the def2-TZVPD basis) for C3H2O3V as an isolated structure in a non-equilibrium geometry.

Results
Orbital gap (alpha / beta): 6.760 / 9.321 eV
F_max: 2.30 eV/Å
Electronic energy: -34961.212 eV
Net charge: +1
Multiplicity: 5
M: 136.99 g mol⁻¹

The geometry in XYZ format:
```
9
C3H2O3V, DFT the ωB97M-V functional and the def2-TZVPD basis
C 0.789 0.175 -0.231
C -0.437 -0.516 -0.124
O -1.606 0.241 -0.643
C -1.940 0.310 0.553
O -2.597 0.711 1.418
O 1.885 -0.425 -0.202
H 0.746 1.276 -0.290
H -0.543 -1.596 -0.221
V 3.703 -0.176 -0.259
```

***

No. 6
Density functional theory data (the ωB97M-V functional and the def2-TZVPD basis) for the molecule C3H2S in a non-equilibrium geometry.

Results
Orbital gap: 8.385 eV
F_max: 3.13 eV/Å
Electronic energy: -13973.318 eV
Multiplicity: 1
M: 70.12 g mol⁻¹

The geometry in XYZ format:
```
6
C3H2S, DFT the ωB97M-V functional and the def2-TZVPD basis
C -1.375 0.422 -1.225
C -2.474 -0.199 -1.374
C -0.264 0.180 -0.317
S -0.149 1.718 -1.395
H -0.322 0.505 0.719
H 0.627 -0.511 -0.559
```